No. 1
The following is a DFT calculation (wB97M-V/def2-TZVPD) of a structure of composition C19H36AsCaO10S2Si.

XYZ file:
```
70
Properties=species:S:1:pos:R:3:forces:R:3:nbo_charge:R:1
Ca -6.9681 -2.7357 15.9905 -0.66 0.34 0.28 1.814
O -5.1654 -3.7518 12.1274 0.06 0.59 0.71 -1.060
As -4.7189 -2.2222 13.0239 -2.16 -0.28 2.28 1.685
O -6.2355 -0.9526 12.7184 -0.32 -1.43 -0.49 -0.816
O -5.2966 -2.6195 14.6474 1.65 0.18 -2.55 -1.354
C -7.2427 -1.3567 11.8873 0.21 0.17 -0.90 0.320
C -7.0673 -1.1383 10.5122 0.76 0.23 -0.55 -0.214
C -7.9232 -1.6040 9.5098 -0.22 -0.11 1.62 -0.227
C -9.0948 -2.2508 9.9135 -0.16 0.07 0.37 -0.249
C -9.3899 -2.4062 11.2741 1.51 0.33 -1.65 -0.170
C -8.4616 -1.9663 12.2094 -0.25 0.10 1.31 -0.396
S -9.0335 -2.2413 13.8689 1.68 0.37 0.80 2.370
O -8.4709 -1.1855 14.7847 -0.85 -1.31 -1.07 -1.046
O -10.4770 -2.2163 13.7071 0.57 -0.48 0.96 -0.971
O -8.3514 -3.5365 14.2557 -1.39 0.92 -0.27 -1.082
H -5.5355 -4.3627 12.7919 -0.11 0.38 -0.27 0.490
H -6.1564 -0.5752 10.2758 -0.28 -0.33 -0.19 0.201
H -7.6645 -1.5068 8.4746 0.02 0.22 -0.35 0.205
H -9.8243 -2.5985 9.1995 0.04 -0.14 -0.26 0.199
H -10.2544 -2.9514 11.5831 -0.41 0.10 0.19 0.240
C -6.0977 1.7613 17.7730 -0.30 0.48 1.01 -0.623
C -5.7263 0.5620 16.9280 -0.54 0.08 1.06 0.273
C -5.8489 0.8280 15.4650 -0.42 -0.44 -1.35 -0.636
C -4.3272 0.0455 17.3391 0.15 -0.45 -1.13 -0.650
O -6.7411 -0.4419 17.2264 0.10 -0.07 0.03 -1.002
Si -7.4974 -1.1135 18.5596 0.90 -2.30 -0.36 2.187
S -6.4667 -3.0152 18.8247 -0.68 0.97 -0.37 -1.144
O -9.0089 -1.4191 18.0050 -0.46 0.06 0.10 -0.985
C -10.3815 -0.8880 17.9382 0.85 -1.22 0.44 0.269
C -11.2518 -2.0033 17.3937 -0.97 -0.21 -0.28 -0.620
C -10.8412 -0.6630 19.3636 0.58 -0.47 1.60 -0.629
C -10.3823 0.2929 17.0206 -0.06 1.72 -0.24 -0.634
O -7.4318 -0.2638 19.9152 -0.25 1.33 1.09 -0.995
C -6.8859 -0.3146 21.2713 0.28 -0.13 -1.00 0.285
C -7.5980 -1.4066 22.0289 -0.49 0.28 0.79 -0.639
C -5.4015 -0.6131 21.1237 0.70 0.41 -0.70 -0.661
C -7.0489 1.0459 21.8894 0.03 1.36 0.26 -0.622
H -5.4825 2.6344 17.5778 0.23 0.10 -0.30 0.202
H -5.9519 1.5293 18.8500 -0.23 0.08 -0.60 0.211
H -7.1535 2.0604 17.6233 0.47 -0.27 0.01 0.213
H -5.1196 1.5511 15.1210 0.27 0.28 0.04 0.199
H -6.8520 1.1372 15.0821 0.62 -0.18 0.76 0.234
H -5.6341 -0.1123 14.9467 -0.05 0.20 -0.05 0.241
H -3.5372 0.8504 17.3326 -0.94 -0.75 0.37 0.206
H -3.9826 -0.7490 16.6421 -0.26 0.54 0.03 0.229
H -4.4546 -0.5199 18.2576 0.35 0.48 0.54 0.234
H -11.1216 -2.9058 18.0163 -0.16 0.33 -0.35 0.215
H -10.9741 -2.2107 16.3647 0.07 -0.24 -0.11 0.239
H -12.3493 -1.6953 17.3704 1.33 -0.30 0.20 0.197
H -10.7676 -1.6437 19.9330 0.15 1.05 -0.71 0.214
H -11.8932 -0.3946 19.4545 -0.02 0.32 -0.31 0.205
H -10.2120 0.0666 19.9136 -0.35 -0.24 -0.36 0.215
H -10.4213 0.0078 15.9347 -0.05 0.27 1.13 0.255
H -9.4504 0.8868 17.1780 -0.60 -0.40 -0.15 0.218
H -11.2236 0.9721 17.3336 0.52 -0.58 -0.69 0.196
H -7.2295 -2.3293 21.5838 -0.36 -0.34 0.30 0.248
H -8.7234 -1.3278 21.9297 1.28 -0.07 0.17 0.216
H -7.2831 -1.3024 23.1075 -0.47 -0.45 -0.96 0.198
H -5.3141 -1.5384 20.5130 0.28 0.54 0.56 0.266
H -4.8667 -0.7038 22.0991 -0.44 0.07 -0.67 0.204
H -4.9751 0.2595 20.5282 -0.19 -1.15 0.79 0.203
H -8.0717 1.4020 21.7453 -0.09 -0.08 0.17 0.215
H -6.3998 1.8001 21.3514 -0.51 -0.79 0.77 0.210
H -6.8330 1.0294 23.0003 -0.04 0.05 -1.28 0.207
C -8.8127 -5.8165 16.5209 0.28 -0.24 -0.45 -0.253
O -8.5186 -4.5350 17.0877 0.11 -0.60 -1.00 -0.778
H -9.1707 -6.4727 17.3024 0.06 -0.38 0.25 0.161
H -7.9859 -6.3325 15.9424 -0.46 0.81 0.83 0.160
H -9.6277 -5.7186 15.8113 -0.06 0.37 -0.09 0.195
H -8.0397 -4.6366 17.9208 0.19 0.24 0.23 0.512
```
Positions in Å, forces in eV/Å.

E_HOMO in Ha: -0.1894
Electronic energy in eV: -149599.215
Charge: -1



No. 2
The following is a DFT calculation (wB97M-V/def2-TZVPD) of a cluster of 4 separate species, C19H36ClF7N3O7S4 in total.

XYZ file:
```
77
Properties=species:S:1:pos:R:3:forces:R:3:mulliken_charge:R:1
C -0.6352 -2.9187 -0.9699 0.10 -0.31 -0.33 -1.058
C -0.3060 -2.3595 -2.3789 -0.29 1.11 1.39 -0.537
C -0.8407 -0.9023 -2.4640 1.29 -0.79 -0.66 -0.115
O -2.1469 -0.8085 -3.0374 -0.15 0.49 0.35 -0.435
C -3.1396 -0.4986 -2.0959 -0.11 0.10 0.28 -0.661
C -3.0317 0.9892 -1.6663 1.79 -0.39 -0.23 1.508
C -3.0093 1.8739 -2.9151 -1.53 -0.03 0.15 -1.514
C -3.3335 3.3519 -2.6426 0.43 -0.82 -0.09 -0.053
S -1.8624 4.3607 -2.2227 -0.28 2.19 -2.92 1.473
O -0.7918 4.0621 -3.1140 0.61 -1.87 0.74 -0.634
O -2.2727 5.7179 -2.4208 -1.24 0.37 1.48 -0.694
C -1.4140 4.2557 -0.4246 0.95 -0.81 0.78 0.487
F -2.4860 4.3199 0.3802 -0.89 -0.20 -0.33 -0.277
F -0.7168 5.3455 -0.1728 0.55 0.72 -0.47 -0.270
C -0.5457 3.0216 0.0260 0.14 1.00 1.25 0.725
F -0.0146 2.3393 -0.9653 -0.14 -0.38 -0.76 -0.255
F -1.3524 2.2380 0.7720 -0.28 -0.58 -0.20 -0.356
C 0.6329 3.3990 0.9912 -0.18 -1.84 -0.26 0.488
F 1.1177 2.2262 1.4045 0.14 -0.68 0.17 -0.186
F 1.6040 3.9971 0.3730 0.53 1.21 -0.55 -0.226
F 0.2212 4.0260 2.0568 -0.43 1.11 0.54 -0.241
N -4.4705 3.5487 -1.7334 0.66 -0.61 0.16 -0.375
C -4.8813 2.4081 -1.0624 0.37 0.22 -0.15 0.272
N -6.1440 2.3030 -0.8311 -1.31 -0.45 0.68 -0.082
C -6.7666 1.1676 -0.1165 0.06 0.35 0.84 -0.568
C -6.9318 -0.0710 -1.0047 2.14 -0.67 2.89 0.496
O -7.5416 -0.1049 -1.9722 -2.00 0.49 -3.21 -0.346
Cl -6.1370 -1.5578 -0.4265 -0.07 0.48 0.31 -0.142
N -4.0511 1.3702 -0.6589 -0.37 0.36 -0.76 0.185
H -0.5756 -2.1503 -0.1870 0.08 -0.08 -0.27 0.187
H 0.1348 -3.6507 -0.7077 -0.47 -0.14 0.02 0.378
H -1.6464 -3.3470 -0.9129 0.28 -0.07 -0.04 0.315
H 0.7864 -2.2545 -2.4248 -0.22 -0.33 -0.23 0.363
H -0.6929 -2.9853 -3.1875 0.18 0.18 0.05 0.316
H -0.7597 -0.4940 -1.4458 -0.38 0.08 -0.23 -0.032
H -0.1363 -0.3241 -3.0848 -0.50 0.04 -0.05 0.343
H -4.1149 -0.6559 -2.5798 0.19 -0.13 0.19 0.316
H -3.0191 -1.1441 -1.2110 -0.37 0.18 -0.12 0.321
H -2.0495 1.0740 -1.1853 -0.32 0.04 0.01 -1.070
H -3.8286 1.5205 -3.5718 0.23 0.11 0.09 0.442
H -2.1068 1.7548 -3.5188 -0.01 0.11 0.38 0.406
H -3.6464 3.7546 -3.6166 0.60 0.54 0.30 0.325
H -4.3704 4.3570 -1.1206 -0.48 0.16 -0.30 0.388
H -6.7878 3.0372 -1.1140 0.40 0.04 -0.23 0.346
H -6.2203 0.9832 0.8097 0.05 -0.26 -0.33 0.370
H -7.7714 1.4861 0.1886 0.17 -0.06 -0.27 0.390
H -3.6345 1.6441 0.2328 0.03 -0.33 -0.02 0.327
C 3.6009 -3.8777 1.7785 0.07 -0.13 -0.01 -1.165
S 2.6265 -2.6629 0.8796 0.05 0.04 0.16 0.862
O 2.4292 -3.1858 -0.5015 0.16 0.05 -0.01 -0.718
C 3.9173 -1.4159 0.7999 -0.05 0.11 -0.15 -1.061
H 2.9929 -4.7718 1.9085 -0.07 0.06 -0.04 0.357
H 4.4987 -4.1244 1.2117 -0.01 0.08 -0.02 0.362
H 3.8707 -3.4755 2.7553 -0.01 0.04 -0.03 0.363
H 4.7936 -1.8219 0.3003 0.01 -0.04 0.10 0.211
H 4.1777 -1.0956 1.8088 0.06 -0.06 -0.01 0.345
H 3.5367 -0.5643 0.2360 -0.12 -0.06 0.02 0.395
C 8.2987 -1.5828 -0.7813 0.01 0.12 -0.04 -0.969
S 7.9970 -2.6187 0.6580 0.11 -0.09 -0.02 0.516
O 6.9190 -1.9660 1.4553 0.08 0.04 -0.05 -0.556
C 9.5572 -2.2627 1.4785 0.07 0.08 0.05 -0.999
H 7.4194 -1.6254 -1.4221 -0.01 -0.06 0.05 0.313
H 8.4717 -0.5533 -0.4662 -0.02 -0.03 0.06 0.311
H 9.1633 -1.9620 -1.3262 -0.02 -0.04 0.02 0.395
H 9.6490 -1.1896 1.6482 -0.07 0.00 -0.02 0.308
H 10.3813 -2.6203 0.8610 -0.04 -0.03 -0.01 0.396
H 9.5668 -2.7850 2.4334 -0.07 -0.03 -0.04 0.315
C 0.9198 -0.6426 4.0455 0.02 0.12 0.03 -0.747
S 0.0134 -2.1116 3.5376 0.07 -0.08 -0.06 0.518
O -0.6373 -1.8024 2.2345 -0.14 0.20 0.14 -0.543
C -1.2574 -1.9940 4.8062 -0.08 0.05 0.07 -1.041
H 1.7494 -0.4997 3.3546 -0.04 -0.08 -0.03 0.096
H 0.2630 0.2277 4.0126 -0.04 -0.05 -0.03 0.261
H 1.3074 -0.7854 5.0546 0.00 -0.04 -0.02 0.426
H -1.7734 -1.0366 4.7254 0.05 0.01 -0.05 0.279
H -0.7988 -2.0945 5.7902 0.02 -0.02 -0.03 0.399
H -1.9671 -2.8050 4.6530 0.07 -0.02 -0.06 0.332
```
Positions in Å, forces in eV/Å.

E_HOMO in Ha: -0.3756
Electronic energy in eV: -113964.271
Charge: +1



No. 3
The following is a DFT calculation (wB97M-V/def2-TZVPD) of the ion C19H36NO4 with charge +1.

XYZ file:
```
60
Properties=species:S:1:pos:R:3:forces:R:3:nbo_charge:R:1
C -6.9009 -2.9696 1.3353 -0.04 0.25 0.02 -0.609
C -7.0328 -1.5262 0.8644 0.01 -0.14 -0.20 -0.388
C -6.2137 -1.2225 -0.3910 0.12 0.10 0.26 -0.393
C -4.7073 -1.2801 -0.1417 0.09 0.05 -0.33 -0.425
C -3.9376 -0.8926 -1.3992 -0.78 0.14 0.13 -0.076
H -4.1781 -1.5632 -2.2253 0.08 0.10 0.06 0.207
H -4.1504 0.1423 -1.6816 0.06 -0.17 -0.03 0.204
O -2.5178 -1.0433 -1.2010 0.25 -0.34 -0.07 -0.461
C -1.8287 -0.0327 -0.7647 0.68 0.07 0.08 0.825
O -2.2697 1.0744 -0.5075 -0.38 0.04 0.01 -0.646
C -0.3449 -0.3657 -0.6363 -0.30 0.07 0.05 -0.521
C 0.3506 0.5025 0.4192 0.29 -0.68 0.04 -0.121
N 0.1021 1.9505 0.1855 -0.24 -0.10 0.06 -0.406
C 0.7905 2.5344 -0.9929 0.25 0.43 -0.76 -0.234
C 0.2008 3.9079 -1.2853 0.15 0.05 0.16 -0.419
C 0.3857 4.8254 -0.0812 -0.28 -0.04 -0.05 -0.402
C -0.2412 4.1802 1.1502 0.24 0.02 -0.10 -0.418
C 0.3466 2.7942 1.3801 -0.02 0.57 0.69 -0.225
H -0.1236 2.3246 2.2461 0.03 -0.13 -0.12 0.223
H 1.4240 2.8495 1.5471 -0.12 -0.13 -0.05 0.243
H -0.0579 4.7912 2.0332 -0.05 -0.07 0.07 0.244
H -1.3226 4.1007 1.0180 -0.08 0.02 0.05 0.211
H -0.0789 5.7912 -0.2729 0.05 0.05 0.00 0.235
H 1.4493 4.9941 0.0924 0.08 0.05 0.01 0.211
H 0.6979 4.3260 -2.1599 -0.03 -0.09 -0.06 0.243
H -0.8617 3.8095 -1.5196 -0.06 0.01 -0.08 0.212
H 0.6538 1.8756 -1.8507 -0.01 -0.08 0.11 0.219
H 1.8554 2.6133 -0.7696 -0.18 -0.13 0.01 0.250
H -0.9338 1.9770 -0.0278 0.42 -0.14 0.11 0.491
H -0.0864 0.2594 1.3968 0.04 0.15 -0.13 0.250
C 1.8596 0.1797 0.5315 -0.53 0.45 0.02 0.799
O 2.7031 1.0307 0.6128 0.21 0.00 0.03 -0.592
O 2.0430 -1.1174 0.5677 -0.43 -0.19 -0.05 -0.491
C 3.3967 -1.6028 0.6874 0.73 -0.09 -0.15 -0.079
C 4.0595 -1.7074 -0.6825 -0.15 -0.10 0.20 -0.422
H 3.3902 -2.2590 -1.3469 -0.05 0.04 -0.02 0.211
C 5.4079 -2.4249 -0.6172 -0.06 0.36 0.09 -0.393
C 6.4741 -1.6536 0.1590 0.05 -0.29 -0.15 -0.396
C 7.8307 -2.3414 0.0637 -0.15 0.18 0.11 -0.600
H 7.7769 -3.3489 0.4691 0.05 -0.13 0.03 0.205
H 8.1555 -2.4061 -0.9719 0.07 -0.03 -0.10 0.206
H 8.5789 -1.7865 0.6232 0.14 -0.02 0.03 0.216
H 6.1887 -1.5765 1.2096 -0.02 0.11 0.06 0.191
H 6.5524 -0.6414 -0.2431 -0.06 0.09 0.05 0.198
H 5.2728 -3.4112 -0.1689 0.02 -0.12 -0.04 0.200
H 5.7603 -2.5739 -1.6394 0.00 -0.10 -0.01 0.215
H 4.1987 -0.7036 -1.0900 -0.04 0.02 -0.04 0.209
H 3.9528 -0.9273 1.3408 -0.12 -0.13 0.00 0.209
H 3.2995 -2.5850 1.1515 -0.02 0.12 -0.01 0.205
H -0.2378 -1.4172 -0.3699 0.04 0.13 -0.02 0.282
H 0.1124 -0.2386 -1.6208 -0.02 -0.05 0.01 0.250
H -4.4446 -0.5945 0.6675 0.04 -0.01 0.05 0.205
H -4.4132 -2.2884 0.1511 0.06 -0.01 0.05 0.213
H -6.4737 -0.2240 -0.7493 -0.03 0.02 -0.10 0.205
H -6.4776 -1.9363 -1.1735 -0.05 0.00 -0.10 0.202
H -8.0819 -1.3247 0.6418 -0.01 0.08 0.06 0.211
H -6.7311 -0.8499 1.6671 -0.06 0.09 0.01 0.195
H -7.1547 -3.6569 0.5317 -0.02 -0.13 -0.07 0.205
H -7.5773 -3.1533 2.1657 -0.02 -0.10 0.09 0.221
H -5.8906 -3.1877 1.6722 0.10 -0.10 0.05 0.196
```
Positions in Å, forces in eV/Å.

E_HOMO in Ha: -0.4977
Electronic energy in eV: -29962.955
Charge: +1



The highest electronic energy belongs to which entry?
C19H36NO4